{"formula": "C4H17LiNO4", "method": "ωB97M-V/def2-TZVPD", "e_homo_ev": [-18.8, -18.6], "orbital_gap_ev": [12.467, 5.396], "spin_multiplicity": 2, "charge": 2, "de_lowest_ev": 0.635, "elements": ["Li", "O", "H", "H", "O", "H", "H", "O", "H", "H", "C", "C", "C", "O", "C", "N", "H", "H", "H", "H", "H", "H", "H", "H", "H", "H", "H"], "xyz": [[8.845, -0.531, 12.029], [8.403, -2.236, 13.282], [7.586, -2.177, 13.776], [8.763, -3.092, 13.515], [7.243, -1.194, 10.940], [6.653, -1.098, 10.193], [6.968, -2.009, 11.361], [7.830, 0.689, 13.392], [7.701, 1.545, 12.985], [8.037, 0.886, 14.306], [10.686, 1.866, 11.748], [11.138, 0.520, 11.173], [11.631, -0.527, 12.192], [10.651, -0.471, 13.270], [11.076, -1.206, 14.487], [10.048, -0.089, 10.498], [10.761, 2.754, 11.120], [11.221, 2.065, 12.676], [9.656, 1.928, 12.098], [11.998, 0.747, 10.541], [12.607, -0.217, 12.564], [11.781, -1.544, 11.828], [11.413, -2.234, 14.359], [10.360, -1.162, 15.307], [11.971, -0.728, 14.885], [9.597, 0.589, 9.901], [10.527, -0.688, 9.841]], "lowdin_spin": [0.000, 0.011, 0.000, 0.000, 0.003, 0.000, 0.000, -0.001, 0.000, 0.000, -0.001, 0.020, 0.062, 0.634, 0.063, 0.072, 0.000, 0.000, 0.000, 0.012, 0.026, 0.032, 0.025, 0.001, 0.036, 0.002, 0.003]}



{"formula": "C4H17NO3", "method": "ωB97M-V/def2-TZVPD", "e_homo_ev": -8.4, "orbital_gap_ev": 8.891, "spin_multiplicity": 1, "charge": 0, "smiles": "CCN(C)C.O.O.O", "de_lowest_ev": 1.714, "elements": ["C", "C", "N", "C", "C", "H", "H", "H", "H", "H", "H", "H", "H", "H", "H", "H", "O", "H", "H", "O", "H", "H", "O", "H", "H"], "xyz": [[2.565, 1.224, -1.997], [1.121, 1.635, -1.653], [0.503, 0.679, -0.704], [-0.456, 1.387, 0.121], [0.127, -0.590, -1.329], [3.254, 1.560, -1.232], [2.724, 0.151, -2.045], [2.830, 1.706, -2.942], [0.582, 1.640, -2.597], [1.133, 2.625, -1.222], [-1.273, 1.860, -0.444], [-0.034, 2.011, 0.900], [-1.046, 0.626, 0.672], [-0.862, -0.502, -1.794], [0.806, -0.739, -2.165], [0.133, -1.333, -0.531], [-3.793, 0.592, -0.599], [-4.716, 0.878, -0.674], [-3.991, -0.190, -0.046], [0.265, -1.520, 4.357], [0.916, -1.823, 3.727], [-0.220, -0.767, 3.980], [0.409, -2.733, 1.138], [0.822, -3.109, 0.335], [0.335, -1.826, 0.815]], "mulliken_charge": [-1.136, -0.473, 0.036, -1.085, -0.738, 0.313, 0.322, 0.333, 0.290, 0.412, 0.383, 0.354, 0.290, 0.324, 0.433, -0.195, -0.593, 0.292, 0.313, -0.636, 0.311, 0.313, -0.662, 0.330, 0.470]}



{"formula": "C4H17NO3PSr", "method": "ωB97M-V/def2-TZVPD", "e_homo_ev": [-0.3, -0.3], "orbital_gap_ev": [3.173, 3.138], "spin_multiplicity": 1, "charge": -1, "de_lowest_ev": 4.297, "elements": ["C", "Sr", "N", "H", "H", "H", "H", "H", "H", "H", "H", "C", "O", "P", "O", "C", "O", "C", "H", "H", "H", "H", "H", "H", "H", "H", "H"], "xyz": [[4.265, -1.178, -1.417], [-0.513, -1.877, -0.743], [-0.833, -0.637, -3.054], [3.129, -0.965, -2.263], [-1.512, -0.848, -3.807], [4.050, -0.835, -2.508], [5.292, -1.560, -1.539], [3.661, -2.007, -0.978], [4.302, -0.361, -0.695], [-1.125, 0.276, -2.668], [0.034, -0.446, -3.556], [-1.372, 3.017, 1.930], [-1.383, 1.672, 1.446], [-0.969, 0.947, 0.072], [0.056, -0.231, 0.750], [0.657, -0.468, 2.047], [-2.171, -0.315, -0.164], [-3.265, -0.594, 0.801], [-2.146, 3.028, 2.691], [-1.593, 3.757, 1.158], [-0.427, 3.266, 2.412], [1.633, -0.905, 1.801], [0.738, 0.455, 2.616], [0.092, -1.197, 2.633], [-3.286, -1.686, 0.973], [-3.145, -0.078, 1.758], [-4.169, -0.233, 0.303]], "mulliken_charge": [-1.247, -0.716, -0.521, -0.211, 0.223, 0.550, 0.556, 0.102, 0.265, 0.227, 0.245, -1.209, 0.819, -0.058, -0.248, -0.866, -0.283, -0.857, 0.318, 0.451, 0.234, 0.267, 0.192, 0.154, 0.115, 0.308, 0.190]}



{"formula": "C4H17NO4", "method": "ωB97M-V/def2-TZVPD", "e_homo_ev": -8.1, "orbital_gap_ev": 8.199, "spin_multiplicity": 1, "charge": 0, "smiles": "C=CNCC.O.O.O.O", "de_lowest_ev": 1.287, "elements": ["C", "C", "N", "C", "C", "H", "H", "H", "H", "H", "H", "H", "H", "H", "O", "H", "H", "O", "H", "H", "O", "H", "H", "O", "H", "H"], "xyz": [[-0.801, -0.424, 1.882], [-1.562, 0.635, 1.568], [-1.220, 1.886, 1.033], [-1.855, 2.114, -0.298], [-1.815, 0.979, -1.299], [-1.226, -1.321, 2.359], [0.258, -0.350, 1.667], [-2.632, 0.483, 1.878], [-0.224, 2.092, 1.074], [-2.952, 2.280, 0.040], [-1.663, 3.123, -0.643], [-0.998, 1.127, -2.046], [-1.688, -0.036, -0.870], [-2.642, 0.943, -1.977], [2.435, 1.520, -0.066], [2.313, 0.886, -0.804], [2.786, 0.941, 0.617], [2.117, -2.144, 2.073], [1.638, -2.183, 1.227], [2.901, -1.607, 1.959], [1.519, -0.112, -2.638], [2.219, -0.691, -2.950], [0.786, -0.254, -3.241], [0.654, -2.926, -0.245], [1.275, -3.447, -0.766], [0.376, -3.513, 0.465]], "mulliken_charge": [-0.640, -0.039, -0.304, -0.646, -0.713, 0.225, 0.132, 0.218, 0.340, 0.253, 0.464, 0.091, 0.273, 0.376, -0.607, 0.320, 0.294, -0.636, 0.340, 0.310, -0.581, 0.275, 0.294, -0.638, 0.286, 0.312]}



{"formula": "C4H17NO6", "method": "ωB97M-V/def2-TZVPD", "e_homo_ev": -9.6, "orbital_gap_ev": 9.988, "spin_multiplicity": 1, "charge": 0, "smiles": "CC(=O)NCCO.O.O.O.O", "de_lowest_ev": 1.144, "elements": ["C", "C", "O", "N", "C", "C", "O", "H", "H", "H", "H", "H", "H", "H", "H", "H", "O", "H", "H", "O", "H", "H", "O", "H", "H", "O", "H", "H"], "xyz": [[1.889, -0.926, 1.364], [0.920, -0.080, 0.569], [1.321, 0.954, 0.035], [-0.367, -0.395, 0.321], [-1.140, -1.459, 0.949], [-2.100, -2.174, 0.041], [-3.084, -1.307, -0.415], [1.630, -1.864, 0.889], [2.945, -0.894, 1.102], [1.751, -1.102, 2.422], [-0.946, 0.288, -0.125], [-0.447, -2.200, 1.330], [-1.776, -1.111, 1.821], [-2.661, -2.952, 0.669], [-1.575, -2.768, -0.830], [-2.723, -0.600, -1.062], [0.911, 2.491, -2.297], [0.766, 2.135, -3.178], [1.218, 1.823, -1.693], [2.111, -0.435, -2.266], [2.608, -1.269, -2.236], [2.697, 0.248, -2.628], [-1.605, 2.142, -1.193], [-1.060, 2.060, -1.965], [-1.148, 2.492, -0.443], [0.698, 0.476, 3.526], [1.071, 1.069, 2.830], [-0.097, 0.972, 3.834]], "mulliken_charge": [-1.441, 0.764, -0.714, 0.195, -0.473, -0.552, -0.513, 0.434, 0.327, 0.370, 0.192, 0.357, 0.193, 0.287, 0.249, 0.312, -0.703, 0.312, 0.430, -0.601, 0.274, 0.310, -0.672, 0.353, 0.294, -0.634, 0.344, 0.307]}



{"formula": "C4H17NO6S", "method": "ωB97M-V/def2-TZVPD", "e_homo_ev": -8.9, "orbital_gap_ev": 8.886, "spin_multiplicity": 1, "charge": 0, "smiles": "O=CN[C@H](CO)CS.O.O.O.O", "de_lowest_ev": 2.091, "elements": ["O", "C", "N", "C", "C", "O", "C", "S", "H", "H", "H", "H", "H", "H", "H", "H", "H", "O", "H", "H", "O", "H", "H", "O", "H", "H", "O", "H", "H"], "xyz": [[-1.680, 0.788, -0.064], [-1.499, -0.319, -0.475], [-0.550, -1.153, 0.086], [0.347, -0.848, 1.216], [1.334, 0.342, 0.834], [1.633, 0.878, 2.100], [1.104, -2.223, 1.532], [2.058, -2.054, 3.078], [-2.159, -0.876, -1.219], [-0.408, -2.052, -0.411], [-0.283, -0.526, 2.111], [1.075, 1.140, 0.186], [2.382, 0.125, 0.690], [0.919, 1.360, 2.448], [0.446, -3.113, 1.493], [1.807, -2.392, 0.695], [1.159, -1.234, 3.716], [-1.322, 2.016, 2.118], [-2.007, 2.779, 2.224], [-1.206, 1.662, 1.268], [-1.880, 1.762, -2.588], [-1.745, 1.658, -1.729], [-2.679, 1.308, -2.820], [0.869, 2.417, -3.334], [0.049, 2.871, -3.157], [0.593, 1.523, -3.108], [0.680, -2.157, -1.985], [0.717, -1.174, -2.171], [0.245, -2.508, -2.735]], "mulliken_charge": [-0.743, -0.038, -0.121, 0.042, -0.719, -0.502, -0.928, -0.203, 0.304, 0.396, 0.440, 0.455, 0.295, 0.337, 0.428, 0.358, 0.130, -0.671, 0.288, 0.438, -0.604, 0.375, 0.270, -0.626, 0.334, 0.283, -0.630, 0.307, 0.304]}



{"formula": "C4H17NO8", "method": "ωB97M-V/def2-TZVPD", "e_homo_ev": [-14.4, -14.2], "orbital_gap_ev": [10.640, 4.804], "spin_multiplicity": 2, "charge": 1, "de_lowest_ev": 0.120, "elements": ["O", "C", "O", "C", "C", "C", "O", "N", "H", "H", "H", "H", "H", "H", "H", "H", "H", "O", "H", "H", "O", "H", "H", "O", "H", "H", "O", "H", "H", "O"], "xyz": [[-0.366, 2.836, 1.765], [-0.484, 1.631, 1.728], [-0.203, 0.894, 2.776], [-1.077, 0.918, 0.492], [-0.526, 1.756, -0.660], [-0.821, 1.143, -2.081], [0.034, 0.601, -2.685], [-0.873, -0.521, 0.747], [-0.396, -0.044, 2.731], [-2.255, 1.034, 0.506], [-0.757, 2.779, -0.599], [0.589, 1.612, -0.534], [-1.878, 1.529, -2.335], [-1.616, -1.083, 0.174], [0.081, -0.729, 0.396], [-1.188, -1.292, -2.846], [-1.293, -2.123, -1.597], [-1.561, -1.232, -1.953], [4.538, 0.046, 0.239], [3.217, 0.652, -0.134], [3.559, -0.053, 0.483], [1.866, -0.744, -2.807], [2.597, -1.834, -3.627], [1.920, -1.679, -2.905], [-1.986, -2.479, 3.265], [-2.259, -1.652, 2.065], [-2.513, -1.656, 2.979], [1.538, -2.268, -1.048], [2.206, -1.606, 0.297], [1.699, -2.316, 0.011]], "lowdin_spin": [0.390, 0.081, 0.037, 0.087, 0.050, 0.015, 0.042, 0.242, 0.004, -0.002, 0.005, 0.000, 0.006, 0.014, 0.004, 0.000, 0.000, 0.012, 0.000, 0.000, 0.000, 0.000, 0.000, 0.000, 0.000, -0.001, 0.010, 0.000, 0.000, 0.003]}



{"formula": "C4H18BO17", "method": "ωB97M-V/def2-TZVPD", "e_homo_ev": [-10.9, -10.9], "orbital_gap_ev": [7.195, 2.750], "spin_multiplicity": 2, "charge": 0, "de_lowest_ev": 0.822, "elements": ["O", "C", "O", "B", "O", "C", "O", "O", "C", "O", "C", "O", "O", "O", "H", "H", "O", "H", "H", "O", "H", "H", "O", "H", "H", "O", "H", "H", "O", "H", "H", "O", "H", "H", "O", "H", "H", "O", "H", "H"], "xyz": [[-2.783, -1.106, 0.406], [-1.636, -0.780, 0.037], [-1.249, 0.136, -0.857], [0.185, 0.358, -0.721], [0.623, -0.741, 0.163], [-0.401, -1.402, 0.619], [-0.346, -2.312, 1.482], [0.310, 1.721, -0.078], [1.149, 2.416, -0.789], [1.549, 3.577, -0.511], [1.679, 1.580, -1.958], [0.996, 0.459, -1.967], [2.536, 1.852, -2.850], [2.554, -3.472, 1.582], [1.713, -3.256, 1.180], [2.348, -3.618, 2.505], [1.070, 6.219, -0.336], [1.087, 5.266, -0.245], [1.824, 6.521, 0.172], [0.492, 3.413, -4.559], [1.410, 3.211, -4.742], [0.071, 2.557, -4.478], [3.833, -0.494, -3.711], [3.197, 0.186, -3.487], [4.381, -0.575, -2.930], [-0.323, -2.547, 4.351], [-1.149, -2.237, 4.723], [-0.297, -2.167, 3.473], [0.025, -4.639, -0.455], [-0.279, -4.120, 0.289], [-0.359, -4.210, -1.220], [0.687, 1.492, 2.925], [-0.201, 1.480, 3.282], [0.577, 1.268, 2.001], [-3.781, -2.814, 2.417], [-3.291, -3.613, 2.221], [-3.614, -2.241, 1.669], [-4.839, 1.020, -0.229], [-4.151, 0.588, 0.277], [-5.599, 1.023, 0.353]], "lowdin_spin": [0.001, 0.000, 0.003, 0.002, 0.000, 0.000, 0.000, 0.030, 0.051, 0.537, 0.036, 0.037, 0.065, 0.000, 0.000, 0.000, 0.236, -0.007, 0.002, 0.000, 0.000, 0.000, 0.004, 0.001, 0.000, 0.000, 0.000, 0.000, 0.000, 0.000, 0.000, 0.002, 0.000, 0.000, 0.000, 0.000, 0.000, 0.000, 0.000, 0.000]}



{"formula": "C4H18N2O5", "method": "ωB97M-V/def2-TZVPD", "e_homo_ev": -9.5, "orbital_gap_ev": 9.824, "spin_multiplicity": 1, "charge": 0, "smiles": "CCNCC(N)=O.O.O.O.O", "de_lowest_ev": 2.319, "elements": ["C", "C", "N", "C", "C", "N", "O", "H", "H", "H", "H", "H", "H", "H", "H", "H", "H", "O", "H", "H", "O", "H", "H", "O", "H", "H", "O", "H", "H"], "xyz": [[-0.307, -1.758, -1.518], [-1.072, -1.617, -0.167], [-0.283, -0.637, 0.644], [0.590, -1.099, 1.701], [1.364, 0.154, 2.139], [2.618, 0.491, 1.697], [0.786, 0.896, 2.908], [0.612, -1.201, -1.559], [0.113, -2.775, -1.593], [-0.956, -1.562, -2.371], [-2.062, -1.235, -0.296], [-1.201, -2.613, 0.267], [0.213, -0.141, -0.073], [0.017, -1.441, 2.570], [1.134, -2.015, 1.430], [3.278, -0.178, 1.338], [3.013, 1.354, 2.027], [2.269, 0.371, -1.657], [1.842, 1.054, -1.143], [2.061, -0.503, -1.341], [-0.945, 2.488, 1.601], [-0.124, 2.849, 1.955], [-0.686, 1.571, 1.437], [-1.034, 2.048, -1.595], [-0.805, 1.249, -1.138], [-1.510, 2.600, -0.966], [-3.190, 0.477, -1.757], [-2.591, 1.214, -1.963], [-3.145, -0.043, -2.576]], "mulliken_charge": [-0.484, -0.666, -0.164, -0.449, 0.292, -0.328, -0.616, -0.011, 0.338, 0.227, 0.434, 0.373, -0.277, 0.341, 0.434, 0.204, 0.237, -0.595, 0.312, 0.279, -0.671, 0.326, 0.391, -0.791, 0.508, 0.339, -0.647, 0.361, 0.303]}



{"formula": "C4H18NO3", "method": "ωB97M-V/def2-TZVPD", "e_homo_ev": [-2.7, -11.2], "orbital_gap_ev": [3.081, 11.579], "spin_multiplicity": 2, "charge": 0, "de_lowest_ev": 1.913, "elements": ["C", "C", "C", "C", "N", "H", "H", "H", "H", "H", "H", "H", "H", "H", "H", "H", "H", "H", "H", "O", "H", "H", "O", "H", "H", "O"], "xyz": [[0.382, -0.447, -0.271], [1.172, 0.553, 0.599], [0.405, 1.869, 0.770], [1.609, -0.009, 1.884], [1.424, -1.299, -0.905], [-0.459, -0.886, 0.390], [-0.118, 0.101, -1.242], [2.143, 0.765, 0.086], [0.281, 1.967, 1.904], [1.054, 2.708, 0.532], [-0.551, 1.973, 0.071], [0.711, -0.401, 2.479], [1.987, 0.874, 2.489], [2.389, -0.835, 1.899], [2.096, -0.859, -1.464], [1.666, -2.001, -0.238], [0.944, -1.958, -1.615], [-2.290, 0.261, -0.181], [-3.228, -0.878, -0.651], [-2.412, -0.693, -0.318], [-0.980, -2.920, -2.674], [0.097, -3.767, -3.315], [-0.040, -2.985, -2.705], [-2.006, 3.212, 0.571], [-3.561, 3.054, 1.115], [-2.715, 2.601, 0.789]], "lowdin_spin": [0.121, 0.035, 0.007, 0.033, 0.162, 0.018, 0.043, 0.027, 0.000, 0.002, 0.002, 0.003, 0.003, 0.026, 0.141, 0.115, 0.037, 0.002, 0.002, 0.029, 0.028, 0.028, 0.132, 0.000, 0.000, 0.003]}



{"formula": "C4H18NO3", "method": "ωB97M-V/def2-TZVPD", "e_homo_ev": [-17.9, -17.9], "orbital_gap_ev": [11.276, 3.876], "spin_multiplicity": 2, "charge": 2, "de_lowest_ev": 1.670, "elements": ["C", "C", "C", "C", "N", "H", "H", "H", "H", "H", "H", "H", "H", "H", "H", "H", "H", "H", "H", "O", "H", "H", "O", "H", "H", "O"], "xyz": [[-0.184, 0.135, -1.403], [-0.630, -1.379, -1.612], [-1.066, -1.482, -2.988], [0.650, -2.306, -1.291], [-0.576, 0.683, -0.054], [0.898, 0.005, -1.319], [-0.650, 0.748, -2.186], [-1.416, -1.808, -0.922], [-1.111, -2.510, -3.388], [-2.196, -1.305, -2.880], [-0.812, -0.765, -3.797], [1.173, -1.898, -0.423], [1.242, -2.443, -2.195], [0.631, -3.293, -0.792], [0.182, 1.172, 0.437], [-1.293, 1.400, -0.207], [-1.019, 0.096, 0.658], [0.802, 3.564, 0.622], [0.313, 3.032, 2.019], [0.433, 2.812, 1.079], [-2.288, 1.312, 3.182], [-0.820, 1.094, 3.352], [-1.439, 1.674, 2.901], [3.016, -0.327, 1.392], [2.667, -0.686, 2.854], [2.535, -0.951, 1.940]], "lowdin_spin": [0.007, 0.226, 0.177, 0.281, 0.000, 0.006, 0.000, 0.074, 0.014, 0.111, 0.015, 0.050, 0.022, 0.013, 0.000, 0.000, 0.000, 0.000, 0.000, 0.000, 0.000, 0.000, 0.000, 0.000, 0.000, 0.004]}



{"formula": "C4H18NO4S", "method": "ωB97M-V/def2-TZVPD", "e_homo_ev": -12.6, "orbital_gap_ev": 9.752, "spin_multiplicity": 1, "charge": 1, "elements": ["C", "O", "C", "C", "C", "S", "N", "H", "H", "H", "H", "H", "H", "H", "H", "H", "H", "H", "H", "H", "H", "O", "H", "H", "O", "H", "H", "O"], "xyz": [[1.455, 1.466, -1.578], [1.987, 2.731, -1.243], [1.061, 0.644, -0.349], [0.809, -0.829, -0.583], [2.143, -1.601, -0.579], [3.087, -1.398, 1.007], [-0.112, 1.291, 0.315], [2.174, 0.848, -2.115], [0.604, 1.748, -2.202], [2.866, 2.610, -0.862], [1.889, 0.754, 0.346], [0.202, -0.994, -1.476], [0.230, -1.308, 0.202], [2.831, -1.270, -1.349], [1.973, -2.671, -0.614], [2.732, -2.534, 1.577], [-0.651, 0.759, 1.004], [0.060, 2.247, 0.641], [-0.793, 1.541, -0.416], [-1.118, 0.136, 3.181], [-2.262, 0.954, 2.804], [-1.316, 0.891, 2.608], [-3.417, -2.847, 0.166], [-2.840, -2.174, -1.084], [-3.582, -2.152, -0.481], [-3.740, 1.082, 0.534], [-3.249, -0.387, 0.065], [-3.022, 0.463, 0.481]], "mulliken_charge": [-0.633, -0.500, 0.039, -0.643, -0.858, -0.205, -0.241, 0.364, 0.346, 0.335, 0.241, 0.392, 0.333, 0.320, 0.457, 0.147, 0.269, 0.396, 0.452, 0.308, 0.316, -0.661, 0.341, 0.325, -0.698, 0.283, 0.363, -0.589]}